Record 1
Density functional theory data (ωB97M-V/def2-TZVPD) for a structure of composition C15H32N3O6Ti.

Atoms and positions in Å:
H -3.97264 1.16813 0.96394
H 2.72218 3.53727 3.59179
H -4.04136 -3.32826 -2.39280
O -0.66693 -3.35869 0.59332
O -1.38232 0.55233 1.49717
H 2.84476 3.68583 -0.50726
O 1.60582 0.45384 -0.55343
C -2.28912 -1.29326 -2.00798
Ti -0.03248 -1.07098 0.37182
H -2.00970 3.75588 -0.93849
H 0.23735 -5.76963 -1.75616
H 4.00811 -0.58431 0.36652
H -0.11623 1.76263 -0.31548
H -3.22122 2.42780 2.02679
C -3.91200 -3.13660 -1.32761
C -3.31128 -0.84691 -3.01887
C -0.23534 -4.55646 0.01521
H 1.98831 2.22277 1.64789
H -2.96875 0.12737 -3.36753
C 1.84624 0.46570 2.76270
H 4.22680 1.66643 3.94934
H 4.21449 1.79764 -1.51701
O 2.73142 0.28290 3.74140
H 0.73503 -4.77465 0.46117
H -3.50642 2.86086 0.40123
H 3.28146 1.46954 5.34873
N -1.05789 2.09021 -0.15408
H 0.48239 2.03221 2.57502
O -1.20928 -0.72296 -1.77627
C -1.62461 2.78962 -1.26429
N 3.23698 1.83560 -1.26575
H -0.96353 2.93814 -2.11811
H 2.69604 3.71054 -2.21153
N -2.68283 -2.34486 -1.21678
H 3.49675 -1.40086 -1.15539
C 0.05246 -4.72743 -1.49589
H -2.40584 2.13758 -1.65496
C -1.82533 1.46497 0.76159
C 2.26219 2.58181 3.84398
H 1.42629 2.95197 -1.10147
H -0.84542 -4.46609 -2.05591
H -4.33914 -0.83646 -2.65624
H 1.50184 2.76341 4.60358
C -3.27020 1.99930 1.02575
H 0.96170 -4.20879 -1.79986
O 1.40369 -0.47881 2.10272
H -4.78008 -2.66818 -0.86379
C 2.48043 3.08832 -1.34293
H -0.91389 -5.33128 0.37206
H -3.71832 -4.10706 -0.87066
H -2.01680 -2.63112 -0.51353
C 3.19962 1.47842 4.26184
C 1.56935 1.96479 2.62052
C 2.80968 0.66706 -0.87074
H 4.78088 -0.20881 -1.16258
C 3.82720 -0.46639 -0.70187
H -3.31039 -1.41205 -3.95092

Forces on atoms 1 to 3 (eV/Å):
H -0.0423 0.2834 0.0465
H 0.2071 -0.1873 0.2078
H -0.5910 -0.0248 0.0971

LUMO (alpha / beta)	-0.0630 / -0.1941	Eh
2S+1	5
net charge	+1
highest occupied orbital energy (alpha / beta)	-6.7 / -12.4	eV
frontier orbital gap (alpha / beta)	4.95 / 7.12	eV

---

Record 2
Density functional theory data (ωB97M-V/def2-TZVPD) for the molecule C6H10.

Atoms and positions in Å:
C -1.05888 0.82724 -0.01370
H -0.12123 0.03915 2.09666
H -2.02367 0.50570 -0.44041
H -0.37339 -1.73190 2.07667
H -0.32890 1.43290 -2.07179
C 0.20256 -1.13585 -0.92056
H -0.63342 -1.22150 -1.60426
H 0.41584 2.30819 -0.71705
C 0.90997 0.18036 -0.72397
H 1.25294 -1.04689 2.10839
H 1.99357 0.23446 -0.71980
C 0.24681 -0.91333 1.70027
C -0.00388 -0.38426 0.33259
H 0.82487 -2.02419 -0.84119
C -0.01150 1.34970 -1.02806
H -1.29170 1.58023 0.76620

Forces on atoms 1 to 3 (eV/Å):
C 0.5337 -0.9507 0.2655
H 0.1262 -0.5055 1.8254
H 0.4083 -0.0837 0.1388

LUMO	0.0434	Eh
2S+1	1
energy relative to the best compared isomer or geometry (same formula, charge and spin)	1.965	eV
highest occupied orbital energy	-9.6	eV
frontier orbital gap	10.75	eV
SMILES string	C[C@@]12CC[C@@H]1C2

---

no.,total energy (a.u.)
1,-2055.645254
2,-234.530310